Record 1
C6H18AgO6 as an isolated structure at a distorted geometry. Source: OMol25; level of theory: ωB97M-V/def2-TZVPD.

Summary:
Energy relative to the best compared isomer or geometry (same formula, charge and spin): 2.811 eV
Net charge: +1
DFT total energy: -837.4512 Eh
HOMO energy: -12.93 eV
LUMO level: -5.57 eV

Geometry as XYZ:
```
31
Properties=species:S:1:pos:R:3:forces:R:3
Ag 0.056 -0.036 -0.390 0.09 0.00 0.09
C 1.289 -4.721 -0.293 -0.98 -0.98 0.83
C 0.339 -4.585 0.904 0.47 0.99 0.62
O 0.638 -3.405 1.655 -0.37 1.00 -0.18
O 1.289 -3.618 -1.168 -0.29 0.75 0.22
H 0.916 -5.608 -0.804 0.42 -0.26 -0.20
H 2.264 -4.899 0.161 0.33 -0.02 -0.41
H 0.435 -5.414 1.605 0.12 -0.50 -0.49
H -0.720 -4.497 0.662 0.09 -0.02 -0.41
H 1.300 -3.520 2.342 0.05 -0.43 -0.16
H 1.441 -3.906 -2.071 0.05 -0.17 0.09
C -3.535 2.337 1.772 0.10 -1.30 0.04
C -4.065 0.919 1.945 -0.40 0.34 0.90
O -3.652 0.098 0.874 0.07 -0.12 -0.41
O -2.114 2.225 1.977 -0.21 0.74 -0.10
H -3.976 3.035 2.483 -0.08 -0.20 0.14
H -3.763 2.702 0.771 0.08 -0.04 -0.14
H -5.143 0.877 2.100 -0.33 0.35 -0.53
H -3.693 0.462 2.862 0.43 0.43 0.31
H -3.975 -0.769 1.127 0.09 -0.30 -0.39
H -1.904 3.008 2.490 0.54 -0.04 0.01
C 2.334 3.471 -2.354 0.40 -0.33 -0.65
C 3.386 2.354 -2.159 0.21 1.72 0.17
O 3.319 1.722 -0.886 -0.60 -0.64 -0.26
O 1.093 2.935 -2.744 -0.79 -0.55 0.30
H 2.613 4.171 -3.142 0.71 -0.14 -0.18
H 2.185 4.116 -1.488 0.41 -0.28 0.60
H 4.343 2.862 -2.277 0.30 0.06 0.22
H 3.414 1.605 -2.951 -0.66 -0.10 0.21
H 3.371 2.382 -0.191 0.15 0.19 -0.06
H 0.512 3.696 -2.810 -0.41 -0.15 -0.18
```
Forces are in eV/Å.

=====

Record 2
C6H18BF4O3RbS3 as an isolated structure at a distorted geometry. Source: OMol25; level of theory: ωB97M-V/def2-TZVPD.

Summary:
Energy relative to the best compared isomer or geometry (same formula, charge and spin): 1.699 eV
Net charge: 0
DFT total energy: -2108.2276 Eh
HOMO energy: -9.54 eV
LUMO level: -0.30 eV

Geometry as XYZ:
```
36
Properties=species:S:1:pos:R:3:forces:R:3
Rb -1.245 -0.541 0.215 -0.01 -0.28 0.45
B -2.364 -1.214 3.258 -0.79 -2.06 1.15
F -2.799 -0.140 2.538 -1.12 1.30 -0.71
F -2.887 -2.438 2.824 -1.27 -0.43 -0.97
F -1.050 -1.347 3.039 3.97 0.34 -0.81
F -2.557 -1.173 4.613 -0.70 0.96 1.20
C 4.121 -0.597 1.923 -0.48 0.51 -0.92
S 2.339 -0.257 2.147 -1.45 -2.06 1.02
O 1.420 -1.022 1.144 2.38 1.45 1.01
C 2.277 -1.435 3.622 -0.11 0.87 -0.70
H 4.480 0.194 1.265 0.14 -0.47 -0.54
H 4.134 -1.609 1.520 0.56 0.11 -0.10
H 4.714 -0.467 2.829 -0.51 -0.29 0.23
H 1.394 -1.138 4.189 -0.05 -0.53 -0.13
H 3.173 -1.440 4.242 -0.02 0.48 -0.09
H 2.226 -2.402 3.121 -0.51 0.03 0.13
C -4.168 3.631 -0.625 0.24 1.33 -0.93
S -2.471 3.140 -1.113 -1.67 -1.64 1.22
O -2.295 2.123 -0.021 1.41 -0.33 -0.51
C -2.945 2.276 -2.623 -0.91 0.36 -0.86
H -4.353 3.306 0.398 0.53 0.13 -0.09
H -4.992 3.285 -1.248 0.33 -0.13 -0.25
H -4.059 4.710 -0.738 -0.82 0.24 0.47
H -2.199 1.650 -3.111 0.21 0.15 0.41
H -3.248 3.056 -3.322 0.45 0.36 -0.22
H -3.900 1.758 -2.537 0.28 -0.52 0.63
C 2.655 -1.039 -1.813 0.37 -0.37 0.86
S 1.456 -2.266 -2.465 -1.43 1.45 -0.21
O 0.185 -2.400 -1.632 1.75 0.57 -0.85
C 1.063 -1.124 -3.880 0.33 -0.40 -1.00
H 3.369 -0.769 -2.591 -0.29 -0.14 -0.25
H 3.246 -1.518 -1.033 -0.25 -0.07 0.13
H 2.208 -0.143 -1.382 -0.30 -0.15 -0.15
H 1.980 -0.737 -4.323 0.35 -0.25 0.28
H 0.467 -0.225 -3.725 -0.27 -0.32 0.84
H 0.623 -1.687 -4.704 -0.35 -0.22 0.29
```
Forces are in eV/Å.

=====

Record 3
C6H18BeN8O10Pb as an isolated structure at a distorted geometry. Source: OMol25; level of theory: ωB97M-V/def2-TZVPD.

Summary:
Energy relative to the best compared isomer or geometry (same formula, charge and spin): 1.517 eV
Net charge: +2
DFT total energy: -1636.9963 Eh
HOMO energy: -13.92 eV
LUMO level: -10.01 eV

Geometry as XYZ:
```
44
Properties=species:S:1:pos:R:3:forces:R:3
Be 10.353 -4.338 -15.981 3.21 2.20 1.43
Pb 13.351 1.027 -16.094 -1.46 -2.03 0.20
O 11.020 -2.117 -17.724 0.51 -0.34 0.26
C 10.483 -0.882 -17.489 -4.20 0.93 -0.62
O 9.308 -0.719 -17.822 1.36 -0.83 0.19
O 11.139 0.023 -16.896 3.39 1.23 1.11
H 11.945 -2.054 -17.444 0.05 -0.34 0.25
O 13.654 -2.273 -13.737 -0.53 0.32 -0.77
C 13.062 -2.112 -14.946 -1.19 -1.59 -1.72
O 13.674 -1.511 -15.860 1.67 2.53 -0.21
O 11.991 -2.671 -15.261 -0.92 -1.28 1.81
H 14.438 -1.711 -13.823 0.26 -0.01 0.43
C 10.589 -4.535 -12.480 0.81 -0.99 1.48
O 10.122 -4.605 -13.631 -1.03 0.09 -3.10
N 11.705 -3.888 -12.152 0.46 0.94 -1.59
N 10.073 -5.232 -11.459 -0.76 -0.25 0.44
H 12.126 -3.858 -11.241 -0.14 -0.05 0.05
H 12.154 -3.431 -12.932 0.31 0.03 0.39
H 10.557 -5.212 -10.578 -0.10 0.05 0.06
H 9.126 -5.570 -11.413 0.04 -0.06 -0.47
C 11.988 0.976 -11.445 1.92 1.60 1.40
O 12.927 1.768 -11.316 -0.13 -0.70 -1.10
N 12.072 -0.235 -12.023 0.08 -0.77 -0.70
N 10.806 1.273 -10.912 -1.63 0.34 0.09
H 11.254 -0.817 -11.980 0.27 -0.31 -0.21
H 12.987 -0.602 -12.211 -0.16 -0.12 0.09
H 10.190 0.561 -10.560 -0.24 0.31 -0.08
H 10.671 2.249 -10.710 -0.16 -0.22 0.46
C 15.914 0.284 -13.666 0.90 0.19 2.10
O 14.720 0.634 -13.813 0.27 -0.14 -1.53
N 16.714 -0.340 -14.540 -1.17 -0.66 -2.61
N 16.555 0.421 -12.486 -0.86 0.39 -0.09
H 17.662 -0.640 -14.409 0.08 0.30 0.38
H 16.331 -0.540 -15.453 0.11 -0.19 0.14
H 16.254 1.148 -11.853 0.05 -0.28 0.25
H 17.455 -0.017 -12.441 0.27 0.44 0.63
C 13.208 -4.292 -18.354 0.80 -1.11 0.63
O 12.150 -4.517 -17.739 -1.65 0.20 0.38
N 13.366 -4.201 -19.686 -0.79 -0.24 -0.10
N 14.389 -4.220 -17.680 -0.72 0.42 -0.09
H 14.295 -4.392 -20.020 -0.07 0.31 -0.36
H 12.598 -4.438 -20.295 0.01 -0.04 0.06
H 14.278 -4.050 -16.696 0.63 -0.50 0.05
H 15.186 -4.627 -18.137 0.42 0.27 0.60
```
Forces are in eV/Å.

=====

Record 4
C6H18Br2NaO8PS as an isolated structure. Source: OMol25; level of theory: ωB97M-V/def2-TZVPD.

Summary:
Net charge: -2
DFT total energy: -6891.4458 Eh
HOMO energy: -1.61 eV
LUMO level: 4.16 eV

Geometry as XYZ:
```
37
Properties=species:S:1:pos:R:3:forces:R:3
Na -24.252 14.265 3.619 0.04 -0.39 -0.10
Br -25.239 14.180 6.352 0.11 0.21 0.17
Br -26.155 13.687 1.456 -0.07 0.24 -0.07
O -22.380 13.295 2.822 0.39 0.48 0.11
H -21.571 13.338 3.351 -0.42 -0.25 -0.11
O -22.412 15.878 -1.994 -0.25 0.45 -0.44
S -22.032 15.094 -0.858 0.20 0.21 0.67
O -21.939 13.688 -0.971 0.07 -0.51 -0.20
O -20.518 15.557 -0.486 -0.11 -0.26 0.22
C -20.244 16.941 -0.398 -0.02 0.86 -0.19
C -18.742 17.131 -0.361 -0.05 0.19 -0.11
C -22.932 15.599 0.571 0.27 -0.14 -0.19
H -20.713 17.405 0.480 0.12 -0.30 0.14
H -20.663 17.478 -1.258 0.03 -0.27 -0.09
H -18.501 18.196 -0.435 -0.08 -0.03 0.05
H -18.298 16.635 -1.223 0.10 -0.10 0.10
H -18.308 16.757 0.565 0.03 -0.17 -0.04
H -23.976 15.710 0.294 -0.09 -0.06 0.04
H -22.483 16.532 0.899 -0.24 0.20 -0.02
H -22.806 14.846 1.357 0.09 -0.42 0.06
C -22.617 17.392 6.415 -0.37 -0.34 0.22
O -22.058 18.072 5.274 -0.07 0.27 0.40
P -21.922 17.220 3.961 0.08 0.08 0.25
O -23.071 16.401 3.640 -0.84 -0.36 -0.34
O -21.568 18.318 2.882 0.22 0.49 -0.43
C -22.594 19.192 2.432 -0.53 0.16 -0.18
O -20.556 16.508 4.156 0.74 -0.48 -0.04
C -20.153 15.415 3.289 0.15 0.19 -0.16
H -23.463 16.753 6.140 0.07 0.08 -0.09
H -22.963 18.151 7.112 0.12 0.08 -0.01
H -21.866 16.755 6.885 0.08 0.13 -0.02
H -23.580 18.720 2.470 0.13 -0.12 0.07
H -22.399 19.455 1.393 0.16 -0.02 0.04
H -22.622 20.100 3.039 0.12 -0.06 0.03
H -19.917 14.568 3.924 -0.01 -0.03 0.05
H -19.260 15.728 2.746 -0.02 0.08 0.06
H -20.940 15.114 2.596 -0.13 -0.09 0.17
```
Forces are in eV/Å.

=====

Please write out number 2 again, unchanged.
C6H18BF4O3RbS3 as an isolated structure at a distorted geometry. Source: OMol25; level of theory: ωB97M-V/def2-TZVPD.

Summary:
Energy relative to the best compared isomer or geometry (same formula, charge and spin): 1.699 eV
Net charge: 0
DFT total energy: -2108.2276 Eh
HOMO energy: -9.54 eV
LUMO level: -0.30 eV

Geometry as XYZ:
```
36
Properties=species:S:1:pos:R:3:forces:R:3
Rb -1.245 -0.541 0.215 -0.01 -0.28 0.45
B -2.364 -1.214 3.258 -0.79 -2.06 1.15
F -2.799 -0.140 2.538 -1.12 1.30 -0.71
F -2.887 -2.438 2.824 -1.27 -0.43 -0.97
F -1.050 -1.347 3.039 3.97 0.34 -0.81
F -2.557 -1.173 4.613 -0.70 0.96 1.20
C 4.121 -0.597 1.923 -0.48 0.51 -0.92
S 2.339 -0.257 2.147 -1.45 -2.06 1.02
O 1.420 -1.022 1.144 2.38 1.45 1.01
C 2.277 -1.435 3.622 -0.11 0.87 -0.70
H 4.480 0.194 1.265 0.14 -0.47 -0.54
H 4.134 -1.609 1.520 0.56 0.11 -0.10
H 4.714 -0.467 2.829 -0.51 -0.29 0.23
H 1.394 -1.138 4.189 -0.05 -0.53 -0.13
H 3.173 -1.440 4.242 -0.02 0.48 -0.09
H 2.226 -2.402 3.121 -0.51 0.03 0.13
C -4.168 3.631 -0.625 0.24 1.33 -0.93
S -2.471 3.140 -1.113 -1.67 -1.64 1.22
O -2.295 2.123 -0.021 1.41 -0.33 -0.51
C -2.945 2.276 -2.623 -0.91 0.36 -0.86
H -4.353 3.306 0.398 0.53 0.13 -0.09
H -4.992 3.285 -1.248 0.33 -0.13 -0.25
H -4.059 4.710 -0.738 -0.82 0.24 0.47
H -2.199 1.650 -3.111 0.21 0.15 0.41
H -3.248 3.056 -3.322 0.45 0.36 -0.22
H -3.900 1.758 -2.537 0.28 -0.52 0.63
C 2.655 -1.039 -1.813 0.37 -0.37 0.86
S 1.456 -2.266 -2.465 -1.43 1.45 -0.21
O 0.185 -2.400 -1.632 1.75 0.57 -0.85
C 1.063 -1.124 -3.880 0.33 -0.40 -1.00
H 3.369 -0.769 -2.591 -0.29 -0.14 -0.25
H 3.246 -1.518 -1.033 -0.25 -0.07 0.13
H 2.208 -0.143 -1.382 -0.30 -0.15 -0.15
H 1.980 -0.737 -4.323 0.35 -0.25 0.28
H 0.467 -0.225 -3.725 -0.27 -0.32 0.84
H 0.623 -1.687 -4.704 -0.35 -0.22 0.29
```
Forces are in eV/Å.